(1)
{
  "formula": "C10H40N20O10",
  "method": "ωB97M-V/def2-TZVPD",
  "species": ["O", "O", "O", "O", "O", "O", "O", "O", "O", "O", "N", "N", "N", "N", "N", "N", "N", "N", "N", "N", "N", "N", "N", "N", "N", "N", "N", "N", "N", "N", "C", "C", "C", "C", "C", "C", "C", "C", "C", "C", "H", "H", "H", "H", "H", "H", "H", "H", "H", "H", "H", "H", "H", "H", "H", "H", "H", "H", "H", "H", "H", "H", "H", "H", "H", "H", "H", "H", "H", "H", "H", "H", "H", "H", "H", "H", "H", "H", "H", "H"],
  "positions_angstrom": [[-1.786, 0.394, -3.421], [-2.325, -3.158, 2.290], [3.425, -1.298, -2.217], [-3.914, 1.320, 2.266], [-0.065, -2.657, -4.871], [-3.071, 2.277, -0.505], [2.028, 2.120, 2.467], [0.901, -0.370, 1.092], [5.908, -0.105, 0.384], [2.884, -4.149, 2.857], [1.418, -3.163, 1.552], [-3.179, 1.772, -4.411], [3.886, 0.512, -0.250], [3.392, -2.253, 1.848], [-3.424, 2.472, 4.182], [1.748, -2.716, -2.238], [-2.155, 2.652, 2.445], [-4.035, 0.041, -3.675], [-2.866, 4.199, -1.785], [-2.236, -1.037, 3.037], [1.684, -1.994, -6.089], [-0.820, 0.741, 0.368], [0.406, -0.348, -1.090], [1.253, 2.411, 4.536], [-1.010, -2.526, 3.957], [4.476, 0.680, 1.831], [-4.769, 3.480, -1.258], [3.673, -3.439, -1.789], [0.953, 0.511, 3.575], [0.864, -0.640, -4.732], [0.166, -0.092, 0.196], [-1.856, -2.288, 3.014], [-3.182, 2.019, 2.985], [3.007, -2.423, -2.093], [-3.501, 3.181, -1.204], [1.377, 1.727, 3.413], [0.714, -1.853, -5.275], [2.641, -3.240, 2.058], [-2.870, 0.698, -3.780], [4.865, 0.337, 0.617], [-2.222, 2.564, 1.442], [0.976, 0.050, 2.677], [-0.810, -1.863, 4.692], [0.609, 2.021, 5.210], [-0.999, 0.899, 1.349], [1.688, -2.916, -6.502], [3.258, -4.349, -1.647], [-3.260, 5.054, -2.151], [4.028, 0.149, -1.182], [1.217, 0.027, -5.403], [4.682, -3.477, -1.794], [1.240, -0.873, -1.312], [-5.051, 4.432, -1.444], [2.316, -1.287, -6.437], [1.665, -3.695, -2.471], [3.073, -1.580, 1.166], [5.203, 0.921, 2.491], [-4.239, 2.156, 4.687], [1.920, 3.157, 4.674], [-0.327, -0.021, -1.704], [1.164, -2.311, 1.073], [3.093, 1.124, -0.125], [0.869, -4.010, 1.594], [-4.065, 1.715, -4.893], [3.573, 1.069, 2.059], [-0.891, -3.419, 4.413], [-1.766, -0.366, 3.628], [0.411, 0.051, 4.292], [-4.952, 0.452, -3.779], [-1.918, 3.492, 2.955], [-1.893, 3.980, -1.944], [-2.915, -0.765, 2.340], [0.990, -2.064, -2.384], [4.348, -2.321, 2.165], [-3.904, -0.789, -3.115], [0.245, -0.274, -4.023], [-2.478, 2.487, -4.536], [-1.441, 1.162, -0.309], [-2.635, 2.766, 4.741], [-5.405, 2.860, -0.778]],
  "atomic_forces_ev_per_a": [[3.144, -1.356, 1.748], [0.062, 0.133, -0.464], [1.146, 2.149, -0.418], [0.304, -0.206, 1.537], [-1.764, -2.468, 0.275], [1.085, -0.619, -1.091], [0.245, 0.649, -1.356], [2.440, -2.280, 2.355], [6.041, -2.621, -1.658], [1.029, -1.003, 0.042], [-1.732, -0.119, -1.538], [0.050, 5.078, -2.631], [-1.940, 0.261, -3.098], [3.652, 4.070, -1.434], [-1.272, 0.146, 4.349], [-3.832, -1.858, -0.679], [2.166, 0.287, -0.680], [-0.419, -3.833, 1.736], [4.097, 0.136, -0.981], [-1.401, 3.014, -1.129], [3.404, -3.406, -5.019], [-2.595, 1.530, 1.838], [0.057, -0.664, -0.681], [-0.592, 2.511, 1.811], [4.185, -1.717, 4.939], [-0.056, 1.138, 4.019], [-4.669, -0.574, 0.181], [5.289, -6.342, 1.628], [-1.505, -3.778, -1.573], [-0.535, 3.323, 1.119], [0.122, 1.624, -2.872], [-2.215, -2.017, -1.470], [-2.361, -0.784, -3.814], [-1.483, 4.318, -0.904], [-0.277, 1.203, 1.776], [1.496, 0.444, 1.140], [-0.982, 2.409, 3.413], [-2.808, -4.141, 3.170], [-2.434, -0.473, -0.153], [-3.887, 1.929, 1.108], [0.521, 0.727, -0.224], [-0.283, -0.930, -0.273], [-0.242, 0.401, -0.504], [0.721, 0.676, 0.375], [-0.316, 0.278, -0.279], [0.472, 0.260, -0.454], [-0.041, 0.378, 0.117], [0.037, -0.636, -0.010], [-0.099, -0.042, 0.128], [-0.041, 0.398, 0.719], [-0.219, 0.584, 0.065], [-0.208, 0.661, -0.154], [-0.240, -0.537, -0.036], [-0.280, -0.337, 0.389], [-1.383, 0.425, -0.040], [0.719, 0.354, 0.121], [-0.048, -0.312, -0.150], [0.244, -0.172, -0.107], [-0.602, 0.020, 0.439], [0.528, -0.489, -0.721], [-0.550, -0.407, -0.058], [0.290, -0.210, 0.412], [-0.143, 0.589, -0.011], [0.631, 1.064, -0.249], [-0.091, 0.089, -0.382], [-0.127, -0.425, -1.127], [-0.415, -0.010, -0.489], [0.470, 0.766, 0.124], [0.495, -0.162, 0.353], [0.485, 0.120, -1.008], [0.100, 0.794, -0.058], [0.153, 0.541, 0.217], [0.424, -0.670, -0.568], [-0.235, 0.466, -0.190], [-0.848, -0.191, -0.104], [-0.361, -0.169, -0.487], [-0.434, -0.082, -0.456], [-0.015, -0.296, -0.009], [-0.311, 0.053, 0.041], [-0.015, 0.341, 0.106]],
  "homo_energy_ev": -8.06,
  "smiles": "NC(N)=O.NC(N)=O.NC(N)=O.NC(N)=O.NC(N)=O.NC(N)=O.NC(N)=O.NC(N)=O.NC(N)=O.NC(N)=O",
  "de_lowest_kcal_mol": 151.9,
  "homo_lumo_gap_ev": 7.931
}

---

(2)
{
  "formula": "C4H3NO2",
  "method": "ωB97M-V/def2-TZVPD",
  "species": ["O", "O", "N", "C", "C", "C", "C", "H", "H", "H"],
  "positions_angstrom": [[-0.971, -0.334, -1.660], [1.809, 0.241, 1.781], [0.354, -0.474, -1.359], [1.760, -0.123, 0.628], [-1.634, 0.113, -0.576], [0.469, -0.110, -0.104], [-0.778, 0.282, 0.455], [-2.699, 0.258, -0.698], [2.650, -0.477, 0.070], [-0.959, 0.623, 1.462]],
  "atomic_forces_ev_per_a": [[-0.145, 0.015, -0.034], [0.173, -0.230, -0.571], [0.194, 0.079, 0.424], [-0.049, 0.128, 0.246], [0.080, 0.030, 0.119], [-0.101, -0.010, -0.033], [-0.167, -0.003, -0.094], [0.204, -0.032, -0.019], [-0.168, 0.072, 0.117], [-0.022, -0.049, -0.154]],
  "homo_energy_ev": -10.55,
  "smiles": "O=Cc1ccon1",
  "de_lowest_kcal_mol": 47.7,
  "homo_lumo_gap_ev": 10.588
}

---

(3)
{
  "formula": "C6H9N",
  "method": "ωB97M-V/def2-TZVPD",
  "species": ["N", "C", "C", "C", "C", "C", "C", "H", "H", "H", "H", "H", "H", "H", "H", "H"],
  "positions_angstrom": [[-2.366, -0.300, -1.496], [-1.472, 1.263, -1.260], [-1.410, 0.015, -0.449], [0.801, -0.478, 0.432], [-0.247, -0.958, -0.464], [1.640, -0.052, 1.178], [2.641, 0.460, 2.053], [2.879, 1.531, 1.914], [-3.359, -0.117, -1.428], [-2.096, 0.077, -2.479], [-0.575, -1.963, -0.154], [3.631, -0.030, 1.994], [-0.605, 1.211, -1.961], [-1.984, -0.003, 0.485], [0.143, -1.047, -1.489], [2.379, 0.389, 3.126]],
  "atomic_forces_ev_per_a": [[-0.055, 0.260, -3.900], [0.257, 0.451, 1.464], [-0.567, 0.303, -0.083], [0.320, -0.011, 0.156], [0.136, -0.116, 0.107], [-0.625, -0.352, -0.690], [1.693, 0.946, 1.665], [-0.397, -0.377, -0.265], [0.259, 0.302, 0.795], [-0.173, -1.297, 1.636], [0.017, 0.267, -0.065], [-0.545, -0.129, -0.318], [-0.446, -0.461, -0.180], [0.466, 0.267, -0.048], [-0.125, 0.074, 0.211], [-0.215, -0.126, -0.484]],
  "homo_energy_ev": -8.12,
  "de_lowest_kcal_mol": 137.0,
  "homo_lumo_gap_ev": 9.136
}

---

(4)
{
  "formula": "C24H24B2LiO24",
  "method": "ωB97M-V/def2-TZVPD",
  "species": ["O", "O", "O", "O", "O", "O", "O", "O", "O", "O", "O", "O", "O", "O", "O", "O", "O", "O", "O", "O", "O", "O", "O", "O", "C", "C", "C", "C", "C", "C", "C", "C", "C", "C", "C", "C", "C", "C", "C", "C", "C", "C", "C", "C", "C", "C", "C", "C", "B", "B", "Li", "H", "H", "H", "H", "H", "H", "H", "H", "H", "H", "H", "H", "H", "H", "H", "H", "H", "H", "H", "H", "H", "H", "H", "H"],
  "positions_angstrom": [[-3.075, -2.510, -1.373], [1.571, 1.176, -5.110], [1.068, 0.695, 1.155], [-0.547, 0.305, 4.916], [-0.468, -0.857, 3.024], [0.044, -0.153, -1.391], [-1.514, -2.170, 0.212], [1.380, -1.144, -4.435], [-6.371, -1.370, -3.950], [2.751, -1.816, 2.155], [-4.894, -2.852, 0.063], [-0.241, -0.088, -5.925], [-1.839, 0.740, 1.040], [-3.143, 0.886, -0.762], [1.774, 2.561, -6.880], [-3.818, -2.439, 1.988], [1.857, -2.241, -2.532], [1.689, 2.433, -0.069], [-0.117, 0.410, -3.536], [-4.913, -3.907, -2.121], [1.257, -2.400, 0.587], [-0.565, 1.105, -7.812], [-6.008, -4.311, -4.043], [-5.270, -1.608, -2.012], [-3.858, -2.515, 0.801], [2.444, 3.633, 0.094], [2.628, 3.821, 1.605], [-0.098, -0.717, 4.139], [2.519, 2.390, 2.134], [0.865, -1.010, 6.341], [1.247, 1.659, -6.304], [-1.701, 2.696, -0.444], [4.143, -1.500, 2.236], [4.584, -1.149, 0.801], [0.023, 0.863, -6.811], [-3.223, 1.665, -1.976], [1.305, -1.378, -3.142], [2.344, -2.025, 0.872], [-2.649, -2.317, -0.153], [1.720, 1.687, 1.045], [0.332, -0.326, -2.541], [-2.192, 1.345, 0.054], [3.497, -1.770, -0.078], [-2.023, 2.628, -1.934], [-0.203, 0.131, 6.292], [-5.624, -3.583, -3.183], [0.861, -1.593, 4.939], [-5.820, -2.044, -3.134], [0.636, 0.084, -4.759], [-4.549, -2.705, -1.356], [-0.278, -0.643, 0.707], [3.607, 4.224, 1.855], [1.843, 4.444, 2.029], [0.486, -2.613, 4.943], [1.992, 2.255, 3.071], [0.603, -1.674, 7.163], [5.576, -1.529, 0.562], [4.626, -0.064, 0.685], [-4.190, 2.157, -1.998], [1.805, -0.535, 6.630], [1.920, 4.446, -0.398], [-2.292, 3.607, -2.331], [-3.099, 1.027, -2.843], [4.672, -2.367, 2.632], [-2.295, 3.421, 0.124], [3.162, -1.095, -0.862], [4.275, -0.645, 2.897], [3.487, 1.877, 2.120], [3.409, 3.524, -0.407], [0.198, 1.075, 6.659], [3.791, -2.696, -0.566], [-1.173, 2.196, -2.454], [1.813, -1.523, 4.424], [-0.649, 2.831, -0.214], [-1.110, -0.116, 6.844]],
  "atomic_forces_ev_per_a": [[0.084, 0.403, -0.173], [-0.106, 0.008, -0.041], [0.453, -0.539, 0.061], [-0.032, 0.177, 0.128], [0.161, -0.050, -0.687], [-0.043, -0.157, 0.562], [0.201, 0.513, -0.177], [0.074, 0.024, 0.096], [-0.202, 0.121, -0.237], [-0.052, 0.094, 0.374], [-0.307, 0.267, -0.235], [0.063, 0.105, 0.291], [-0.141, 0.278, -0.419], [0.082, -0.249, -0.230], [0.210, 0.136, -0.023], [-0.035, 0.041, 0.593], [0.293, -0.223, 0.162], [0.144, -0.065, -0.248], [0.062, 0.022, 0.082], [0.155, -0.265, 0.202], [-0.640, 0.125, 0.345], [-0.445, -0.061, -0.648], [-0.254, -0.338, -0.225], [0.305, 0.155, 0.145], [0.363, 0.022, -0.159], [0.549, 0.291, 0.079], [0.161, -0.338, 0.234], [-0.145, -0.237, 0.739], [-0.062, -0.409, -0.992], [-0.292, 1.199, 0.640], [-0.127, -0.034, 0.201], [-0.178, -0.469, 0.193], [0.073, 0.074, -0.582], [0.091, -0.159, 0.018], [0.363, 0.057, 0.407], [0.613, 0.244, -0.107], [-0.395, 0.066, -0.056], [0.879, -0.226, -0.482], [-0.344, -0.659, 0.336], [-0.764, 0.769, 0.446], [-0.047, 0.260, -0.370], [0.279, 0.010, 0.152], [0.172, 0.638, 0.207], [-0.388, 0.410, 0.626], [0.332, -0.333, -0.281], [0.298, 0.532, 0.007], [-0.372, 0.202, 0.202], [-0.115, -0.074, 0.069], [0.044, -0.140, -0.623], [-0.206, -0.457, -0.127], [-0.392, -0.504, -0.005], [-0.120, 0.331, -0.098], [0.031, 0.064, -0.012], [0.144, -0.076, -0.347], [0.189, -0.011, 0.162], [0.057, -0.363, -0.287], [0.003, -0.009, 0.122], [-0.098, -0.017, -0.078], [-0.077, 0.034, 0.015], [0.157, -0.245, -0.240], [-0.193, -0.024, 0.046], [0.153, -0.090, -0.211], [-0.356, -0.432, 0.102], [0.001, 0.012, 0.064], [0.056, 0.155, -0.209], [-0.083, -0.159, -0.014], [-0.096, -0.123, 0.202], [0.001, 0.150, 0.418], [-0.043, -0.151, -0.032], [-0.096, 0.015, 0.015], [-0.077, -0.076, 0.059], [-0.093, 0.118, -0.167], [0.121, -0.331, 0.017], [-0.019, -0.022, 0.030], [0.016, -0.007, -0.030]],
  "homo_energy_ev": -6.95,
  "charge": -1,
  "de_lowest_kcal_mol": 0.0,
  "homo_lumo_gap_ev": 8.257
}

---

(5)
{
  "formula": "C8H12",
  "method": "ωB97M-V/def2-TZVPD",
  "species": ["C", "C", "C", "C", "C", "C", "C", "C", "H", "H", "H", "H", "H", "H", "H", "H", "H", "H", "H", "H"],
  "positions_angstrom": [[-0.466, -0.187, -0.141], [-0.444, -1.084, -1.149], [-1.486, -2.114, -1.065], [0.433, 0.978, 0.033], [0.275, 2.018, -0.786], [1.508, 0.847, 1.102], [1.275, 1.477, 2.470], [-1.952, -2.836, -2.076], [2.422, 1.109, 0.534], [1.632, 0.788, 3.237], [-1.614, -2.565, -3.079], [0.237, 1.769, 2.574], [0.268, -1.098, -1.961], [1.837, 2.395, 2.686], [-1.281, -0.276, 0.567], [-0.590, 1.988, -1.450], [-1.844, -2.311, -0.057], [-2.671, -3.636, -1.961], [0.813, 2.956, -0.765], [1.648, -0.218, 1.284]],
  "atomic_forces_ev_per_a": [[0.368, -0.087, -1.031], [-0.907, 0.599, 1.493], [0.095, -0.667, -0.049], [0.001, 0.074, -0.097], [-0.780, -0.025, 0.127], [0.561, -0.559, -1.157], [0.692, 0.739, 0.085], [0.274, 0.416, -0.477], [-0.048, 0.395, 0.877], [-0.545, -0.014, 0.110], [-0.083, -0.433, 0.111], [-0.278, -0.341, 0.344], [0.090, 0.203, -0.054], [0.014, -0.037, -0.518], [0.086, -0.178, 0.362], [0.359, 0.057, -0.092], [-0.062, 0.011, -0.086], [-0.052, 0.135, 0.003], [0.337, -0.144, 0.180], [-0.120, -0.144, -0.130]],
  "homo_energy_ev": -8.68,
  "smiles": "C=C/C=C/C(=C)CC",
  "de_lowest_kcal_mol": 28.6,
  "homo_lumo_gap_ev": 9.767
}

---

(6)
{
  "formula": "C17H21BBeN6",
  "method": "ωB97M-V/def2-TZVPD",
  "species": ["N", "N", "N", "N", "N", "N", "C", "C", "C", "C", "C", "C", "C", "C", "C", "C", "C", "C", "C", "C", "C", "C", "C", "B", "Be", "H", "H", "H", "H", "H", "H", "H", "H", "H", "H", "H", "H", "H", "H", "H", "H", "H", "H", "H", "H", "H"],
  "positions_angstrom": [[-1.384, -0.643, -2.107], [0.547, 1.757, -2.067], [-0.790, -0.079, -3.252], [0.027, 1.484, -0.846], [1.072, -1.107, -1.297], [1.526, -0.545, -2.471], [-1.831, 0.856, 4.221], [0.981, 3.017, -2.038], [2.728, -1.058, -2.780], [-2.843, -0.694, -3.805], [0.383, 0.060, 3.506], [-1.648, -0.152, -4.272], [2.042, -1.934, -0.847], [-0.963, 0.478, 3.203], [-2.648, -0.993, -2.446], [-0.171, 0.243, 5.897], [0.164, 2.529, -0.013], [3.108, -1.923, -1.753], [0.771, 3.540, -0.755], [-1.448, 0.740, 5.569], [1.340, -0.172, 2.521], [-0.980, -2.539, -0.156], [0.733, -0.081, 4.898], [0.644, 0.572, -3.100], [-0.579, -1.165, -0.957], [-3.755, -0.868, -4.352], [1.740, -0.437, 5.132], [1.000, 4.549, -0.439], [-0.416, -2.423, 0.765], [0.110, 0.118, 6.944], [-0.818, -3.544, -0.570], [3.198, -0.790, -3.703], [-2.061, -2.397, 0.042], [1.915, -2.488, 0.065], [-3.283, -1.445, -1.705], [-0.131, 2.507, 1.031], [-0.610, 0.698, -0.802], [-1.277, 0.503, 2.153], [4.023, -2.475, -1.672], [1.115, 0.016, 1.476], [1.380, 3.426, -2.935], [-1.352, 0.175, -5.266], [2.334, -0.495, 2.816], [-2.139, 1.030, 6.360], [-2.823, 1.245, 3.975], [1.070, 0.904, -4.167]],
  "atomic_forces_ev_per_a": [[-1.996, 2.101, -3.778], [-0.688, -0.403, 0.072], [-0.221, -0.224, 1.155], [0.100, 0.559, 0.218], [1.114, 0.103, -0.356], [-0.472, -0.138, 0.579], [0.372, -0.176, 0.215], [-0.304, -0.441, 0.858], [-0.334, -0.060, 0.863], [-0.418, -0.366, 0.625], [0.219, 0.040, -0.284], [0.018, 0.094, 0.633], [-0.363, 0.843, -1.038], [0.200, 0.136, 0.551], [1.186, 0.739, -1.218], [0.138, -0.037, -0.659], [0.313, 0.317, -0.508], [-0.403, 0.214, -0.171], [0.029, 0.100, -0.350], [-0.335, 0.163, 0.054], [-0.040, -0.055, -0.072], [-1.180, 0.071, 0.638], [-0.616, 0.134, 0.197], [0.029, -0.964, -0.230], [3.046, -2.940, 1.090], [0.157, 0.000, -0.089], [-0.322, 0.106, 0.008], [0.027, -0.319, 0.070], [-0.175, -0.386, 0.643], [-0.066, 0.072, -0.238], [0.007, 0.442, -0.067], [0.259, 0.128, -0.097], [0.272, -0.610, 0.501], [-0.085, 0.045, 0.138], [-0.111, -0.080, -0.056], [-0.134, -0.231, -0.168], [0.159, 0.827, 0.408], [-0.009, 0.024, 0.181], [0.123, -0.103, -0.048], [0.095, -0.057, -0.105], [0.394, 0.351, -0.270], [-0.159, -0.022, 0.364], [-0.060, 0.045, -0.286], [0.124, -0.085, -0.192], [0.191, -0.178, 0.074], [-0.080, 0.220, 0.147]],
  "homo_energy_ev": -3.91,
  "de_lowest_kcal_mol": 14.3,
  "homo_lumo_gap_ev": 3.350
}